{"formula": "C9H21BO7", "method": "the ωB97M-V functional and the def2-TZVPD basis", "smiles": "OCCOCCOCCOCCCOB(O)O", "energy_ev": -24684.3491, "largest_force_ev_per_a": 2.9, "symbols": ["O", "O", "O", "O", "O", "O", "O", "B", "C", "C", "C", "C", "C", "C", "C", "C", "C", "H", "H", "H", "H", "H", "H", "H", "H", "H", "H", "H", "H", "H", "H", "H", "H", "H", "H", "H", "H", "H"], "xyz": [[0.60, 1.38, -3.71], [2.80, 0.69, -3.18], [-1.88, 0.23, -2.47], [-2.21, -0.20, 0.17], [-0.17, -0.23, 2.28], [0.96, -0.48, -2.19], [2.55, 0.59, 1.61], [1.44, 0.51, -3.06], [-3.12, 0.50, -1.93], [-3.34, -0.34, -0.67], [-2.40, -0.69, 1.47], [-1.55, 0.02, 2.51], [0.67, 0.61, 3.13], [2.13, 0.29, 2.92], [1.98, -1.27, -1.66], [1.81, -0.09, 0.57], [2.74, -0.49, -0.57], [-0.30, 1.05, -3.38], [2.96, 1.35, -3.88], [-1.25, -0.04, -1.75], [-3.89, 0.37, -2.68], [-3.10, 1.55, -1.66], [-4.22, -0.06, -0.15], [-3.54, -1.42, -0.83], [-2.17, -1.74, 1.42], [-3.47, -0.61, 1.73], [-1.70, 1.08, 2.34], [-1.82, -0.22, 3.56], [0.51, 1.64, 2.77], [0.39, 0.58, 4.22], [2.82, 0.85, 3.57], [2.40, -0.79, 3.12], [2.69, -1.54, -2.47], [1.54, -2.18, -1.23], [1.32, -0.94, 1.03], [1.05, 0.64, 0.25], [3.56, -1.03, -0.17], [3.20, 0.42, -1.02]]}

***

{"formula": "H14O7", "method": "the ωB97M-V functional and the def2-TZVPD basis", "smiles": "O.O.O.O.O.O.O", "e_above_lowest_kcal_mol": 36.4, "largest_force_ev_per_a": 0.3, "symbols": ["O", "H", "H", "O", "H", "H", "O", "H", "H", "O", "H", "H", "O", "H", "H", "O", "H", "H", "O", "H", "H"], "xyz": [[8.39, 9.56, -19.06], [8.16, 10.31, -19.62], [7.55, 9.20, -18.76], [7.72, 11.97, -20.37], [8.26, 12.49, -19.76], [6.95, 12.52, -20.56], [6.00, 7.77, -16.93], [5.35, 7.83, -17.64], [5.47, 7.75, -16.12], [9.08, 11.87, -22.90], [8.46, 12.25, -23.52], [8.64, 11.88, -22.04], [8.28, 6.36, -17.83], [8.19, 5.52, -17.38], [7.51, 6.87, -17.54], [10.32, 9.52, -16.78], [9.55, 9.44, -17.36], [10.03, 10.06, -16.05], [9.19, 6.84, -20.45], [8.94, 6.89, -19.51], [9.91, 7.47, -20.54]]}

***

{"formula": "C5H19AlO5", "method": "the ωB97M-V functional and the def2-TZVPD basis", "total_charge": 2, "e_above_lowest_kcal_mol": 28.6, "largest_force_ev_per_a": 3.4, "symbols": ["Al", "C", "O", "H", "H", "H", "C", "O", "H", "H", "H", "H", "C", "O", "H", "H", "H", "H", "C", "O", "H", "H", "H", "H", "C", "O", "H", "H", "H", "H"], "xyz": [[-1.86, 1.37, -3.35], [-0.20, -0.06, -0.98], [-0.63, 1.10, -1.67], [0.55, 0.27, -0.27], [-0.97, -0.62, -0.46], [0.15, -0.82, -1.68], [1.26, 2.69, -0.18], [-0.11, 2.84, 0.00], [1.82, 3.63, -0.18], [1.62, 2.08, 0.65], [1.41, 2.14, -1.11], [-0.45, 2.11, -0.52], [2.46, 0.21, 0.70], [2.78, -0.77, 1.76], [2.39, -0.27, -0.27], [1.48, 0.63, 0.90], [3.05, 1.12, 0.58], [3.42, -1.43, 1.48], [0.77, -2.27, 1.26], [-0.33, -3.12, 1.05], [0.41, -1.29, 0.96], [1.13, -2.24, 2.29], [1.66, -2.52, 0.67], [-0.60, -3.10, 0.13], [-3.39, -0.30, 0.06], [-4.30, 0.11, -0.87], [-2.41, 0.05, -0.25], [-3.87, -0.12, 1.03], [-3.33, -1.39, 0.00], [-3.92, -0.04, -1.74]]}

***

{"formula": "C31H30N10O2OsS2Si", "method": "the ωB97M-V functional and the def2-TZVPD basis", "total_charge": 2, "e_above_lowest_kcal_mol": 16.0, "largest_force_ev_per_a": 0.6, "symbols": ["Os", "S", "N", "C", "C", "C", "C", "C", "N", "C", "C", "N", "C", "C", "C", "C", "C", "N", "H", "H", "H", "H", "H", "H", "N", "C", "C", "C", "C", "C", "C", "S", "O", "O", "N", "C", "N", "C", "C", "C", "N", "H", "H", "H", "H", "H", "H", "H", "H", "H", "C", "C", "C", "C", "C", "C", "N", "N", "Si", "C", "C", "C", "H", "H", "H", "H", "H", "H", "H", "H", "H", "H", "H", "H", "H", "H", "H"], "xyz": [[-0.21, -0.65, -0.45], [3.63, -4.17, 4.99], [2.05, -4.19, 4.67], [1.87, -3.41, 3.61], [0.60, -3.13, 2.97], [-0.64, -3.59, 3.42], [-1.78, -3.19, 2.76], [-1.67, -2.35, 1.66], [-0.49, -1.93, 1.20], [0.63, -2.29, 1.86], [1.85, -1.68, 1.39], [1.71, -0.85, 0.33], [2.79, -0.20, -0.11], [4.04, -0.35, 0.49], [4.19, -1.20, 1.56], [3.07, -1.89, 2.03], [3.07, -2.80, 3.16], [4.13, -3.13, 3.87], [-0.68, -4.24, 4.29], [-2.76, -3.50, 3.09], [-2.54, -2.00, 1.13], [2.65, 0.44, -0.96], [4.88, 0.20, 0.09], [5.14, -1.35, 2.04], [-0.80, 6.82, 2.97], [-0.83, 5.48, 2.82], [-2.04, 4.77, 2.99], [-2.07, 3.41, 2.83], [-0.90, 2.72, 2.51], [0.31, 3.41, 2.34], [0.34, 4.77, 2.49], [-0.92, 1.02, 2.36], [-2.12, 0.45, 2.88], [0.36, 0.45, 2.67], [-1.01, 0.70, 0.65], [-2.18, 0.93, -0.09], [-3.09, 1.85, 0.09], [-4.09, 1.82, -0.80], [-4.16, 0.91, -1.84], [-3.13, -0.02, -1.95], [-2.16, -0.01, -1.05], [-1.61, 7.32, 3.28], [0.06, 7.33, 2.93], [-2.94, 5.30, 3.26], [-2.99, 2.86, 2.97], [1.22, 2.86, 2.13], [1.27, 5.31, 2.38], [-4.87, 2.56, -0.66], [-4.98, 0.91, -2.54], [-3.09, -0.77, -2.73], [-1.22, -4.34, -1.02], [-0.70, -3.51, -2.14], [-0.50, -4.01, -3.41], [0.03, -3.20, -4.41], [0.36, -1.88, -4.15], [0.13, -1.42, -2.86], [-0.42, -2.21, -1.90], [0.46, -0.22, -2.26], [1.10, 1.24, -3.09], [-0.03, 1.52, -4.55], [2.85, 0.98, -3.65], [0.96, 2.60, -1.82], [-1.65, -5.27, -1.40], [-1.98, -3.81, -0.45], [-0.41, -4.61, -0.33], [-0.75, -5.04, -3.61], [0.18, -3.60, -5.40], [0.80, -1.24, -4.90], [0.40, 1.12, -5.47], [-0.18, 2.59, -4.71], [-1.01, 1.07, -4.41], [2.94, 0.13, -4.33], [3.56, 0.84, -2.83], [3.17, 1.87, -4.21], [0.88, 2.24, -0.79], [0.08, 3.22, -2.01], [1.83, 3.26, -1.87]]}